Computed, not measured: a cluster of 19 separate species, C69H170N6O19 in total at a distorted geometry, with ωB97M-V/def2-TZVPD.

Each line ends with the Mulliken charge.
CARTESIAN COORDINATES (ANGSTROEM)
C  -2.20468  3.39636  -6.86612  -1.65
C  -1.05483  2.75157  -6.12606  1.10
C  -0.30507  3.63271  -5.19065  -1.27
O  -1.56789  1.59511  -5.52299  -0.72
H  -2.76187  2.66631  -7.39472  0.45
H  -1.86754  4.06285  -7.68573  0.36
H  -2.78347  3.89447  -6.13541  0.34
H  -0.27850  2.44907  -6.80379  0.16
H  -0.98993  4.08655  -4.44366  0.29
H  0.26364  4.47457  -5.66439  0.44
H  0.35654  3.02737  -4.60463  0.17
H  -1.46222  1.69114  -4.56521  0.16
C  1.96950  7.03323  0.03218  -1.59
C  1.49101  5.64506  0.47431  1.56
C  0.66613  5.84881  1.80014  -1.66
O  0.78436  5.02572  -0.56100  -0.60
H  2.73785  7.37700  0.76934  0.39
H  1.17983  7.82526  0.04179  0.35
H  2.42703  6.97767  -0.95332  0.40
H  2.44609  5.16062  0.77664  -0.10
H  1.20934  6.39171  2.61038  0.48
H  0.34097  4.88840  2.33541  0.11
H  -0.19282  6.45980  1.68018  0.53
H  1.41728  4.58259  -1.11294  0.16
C  -0.52320  -5.51664  -0.91448  0.36
C  0.23250  -6.38139  0.10732  0.39
C  1.76477  -6.24829  0.00453  -1.23
O  -0.10958  -5.89813  1.38431  -0.51
H  -0.23767  -5.84772  -1.92383  0.51
H  0.00065  -4.52835  -0.82534  -0.55
H  -1.58036  -5.50456  -0.91930  -0.57
H  -0.11601  -7.41560  0.04535  0.45
H  2.20580  -5.30953  0.40224  -0.31
H  2.14539  -6.42828  -0.96599  0.49
H  2.06509  -6.98397  0.73173  0.57
H  -1.03314  -6.12843  1.50513  0.26
C  5.57099  -0.71689  3.78710  -1.39
C  5.38583  -1.89760  2.78907  2.08
C  6.43992  -1.95447  1.70619  -1.45
O  5.34351  -3.18301  3.50931  -0.76
H  5.52764  0.09477  3.10756  0.30
H  6.56948  -0.65799  4.25523  0.36
H  4.74486  -0.57186  4.46254  0.25
H  4.38563  -1.74733  2.33037  -0.71
H  6.63066  -1.00595  1.30014  0.37
H  6.20218  -2.68703  0.94894  0.12
H  7.33177  -2.39216  2.12689  0.49
H  4.65542  -3.03554  4.14799  0.41
C  6.27439  -3.09907  -3.36425  -1.09
C  4.83109  -3.33490  -3.74570  1.29
C  4.43833  -4.67207  -4.33081  -1.48
O  4.12554  -3.19093  -2.55815  0.87
H  6.28486  -2.09272  -2.90939  0.03
H  7.02772  -3.14283  -4.17618  0.35
H  6.55026  -3.76542  -2.54598  0.15
H  4.63282  -2.48725  -4.45973  -0.06
H  4.81255  -4.83529  -5.32684  0.37
H  3.35202  -4.67488  -4.34617  0.14
H  4.74410  -5.42629  -3.56537  0.29
H  3.23803  -2.88823  -2.78977  -0.81
O  0.63364  0.64053  3.23325  -0.02
H  1.01913  -0.25760  3.30121  0.12
H  0.68574  0.86061  2.26309  0.18
O  1.54834  -3.59415  2.66517  -0.56
H  2.33919  -4.18087  2.60899  0.18
H  0.81105  -4.12901  2.50029  0.16
O  0.41298  -0.99339  6.01654  -0.72
H  -0.46545  -0.99881  5.59124  0.32
H  0.58591  -0.05047  6.09403  0.32
O  2.18830  -1.42756  3.86992  -0.32
H  2.09008  -2.27511  3.40403  0.25
H  1.77411  -1.60415  4.74350  0.37
O  1.27068  -2.84597  -2.87587  1.16
H  0.65411  -2.56992  -3.61882  -0.10
H  0.74407  -3.30334  -2.25482  -0.64
O  3.97800  -5.29502  2.41854  -0.75
H  4.62944  -4.62908  2.64908  0.44
H  4.14781  -5.49162  1.45264  0.32
O  5.04756  -5.21026  -0.64297  -0.72
H  5.98789  -4.97317  -0.62351  0.25
H  4.57827  -4.66217  -1.24942  0.29
O  1.40530  1.79808  5.56521  -0.57
H  2.35565  1.89748  5.86088  0.21
H  1.35578  1.62313  4.60689  0.26
C  -5.49546  -5.77650  1.51041  -2.09
C  -4.15165  -5.54868  0.76083  1.52
C  -4.50956  -4.75446  -0.53200  -1.48
C  -5.07879  -3.32950  -0.26786  -0.79
C  -3.98578  -2.62143  0.51447  -0.03
C  -3.49129  -3.35371  1.82967  0.92
N  -3.18954  -4.80535  1.51964  1.58
O  -2.82495  -5.46978  2.74823  -0.58
C  -2.19798  -2.62751  2.23673  -0.42
C  -4.52306  -3.07190  2.94528  -0.99
C  -3.48613  -6.88975  0.42037  -1.84
H  -6.09458  -4.92316  1.69157  0.33
H  -5.21311  -6.22836  2.50921  0.27
H  -6.07310  -6.49775  1.00910  0.55
H  -3.66656  -4.77093  -1.22291  0.10
H  -5.27626  -5.39827  -0.95158  0.62
H  -5.98876  -3.38390  0.28454  0.42
H  -5.37094  -2.79184  -1.15581  0.54
H  -4.14156  -1.62140  0.88190  -0.42
H  -3.15653  -2.56959  -0.17425  -0.22
H  -2.19563  -1.52112  2.11612  -0.23
H  -1.72915  -2.82847  3.22462  0.56
H  -1.35648  -3.04740  1.51389  -0.49
H  -4.34264  -2.02967  3.34609  0.04
H  -5.55575  -3.19296  2.72162  0.23
H  -4.26026  -3.68827  3.87811  0.37
H  -4.08106  -7.55504  -0.22155  0.40
H  -3.45461  -7.48809  1.30428  0.54
H  -2.47494  -6.81653  -0.06295  0.17
H  -3.18499  -4.97186  3.49212  0.41
C  -8.24407  3.01707  3.72838  -1.99
C  -7.14361  2.03177  3.29846  2.29
C  -7.91880  0.93393  2.55688  -1.62
C  -7.04719  -0.02462  1.73091  0.41
C  -6.17252  0.80652  0.76650  -2.31
C  -5.26891  1.84011  1.49832  2.91
N  -6.18641  2.64378  2.32079  -0.02
O  -5.43151  3.64523  2.97331  -0.41
C  -4.13756  1.17623  2.30292  0.74
C  -4.68636  2.93427  0.57604  -2.08
C  -6.48461  1.57310  4.58321  -1.62
H  -8.43954  3.74659  2.95007  0.45
H  -8.02115  3.56791  4.66682  0.27
H  -9.10876  2.39920  3.95697  0.42
H  -8.59085  0.42582  3.27201  0.54
H  -8.55153  1.44626  1.76499  0.31
H  -7.64544  -0.81557  1.20932  0.39
H  -6.32488  -0.66227  2.33231  -0.31
H  -6.82743  1.41475  0.09456  0.39
H  -5.65056  0.23565  0.07866  0.67
H  -3.40455  0.68055  1.62651  -0.85
H  -3.51344  2.04270  2.77343  -0.30
H  -4.47222  0.40513  3.04146  -0.58
H  -5.39517  3.68178  0.35664  0.58
H  -4.00657  3.50179  1.14516  0.41
H  -4.15427  2.46138  -0.28391  0.35
H  -6.06319  2.46270  5.12081  0.15
H  -5.72586  0.82522  4.39419  0.14
H  -7.16936  1.20689  5.30746  0.62
H  -4.77789  3.19135  3.51841  0.15
C  4.32188  3.49884  -1.25102  -1.71
C  5.52541  3.00532  -2.15301  1.90
C  6.14987  1.64394  -1.61872  -0.79
C  7.00463  0.92275  -2.59315  -1.05
C  6.33264  0.73217  -3.90527  -0.98
C  5.74230  2.01487  -4.49954  1.95
N  4.92093  2.69307  -3.43758  1.30
O  4.26128  3.87592  -3.99750  -0.58
C  6.93766  2.92143  -5.04704  -1.86
C  4.82664  1.57125  -5.62401  -2.24
C  6.50603  4.11472  -2.29011  -1.73
H  4.48677  3.33388  -0.17844  0.38
H  3.48174  2.89793  -1.46785  -0.35
H  4.05698  4.52732  -1.36347  0.58
H  6.66812  1.93948  -0.74244  0.71
H  5.33156  0.98597  -1.32419  -0.38
H  7.15912  -0.07645  -2.17348  0.68
H  7.97398  1.50101  -2.73521  0.32
H  5.49646  0.07751  -3.71510  -0.24
H  6.89268  0.24160  -4.66978  0.73
H  6.53060  3.92478  -5.22220  0.35
H  7.74401  2.90047  -4.30192  0.32
H  7.37558  2.52099  -5.94520  0.45
H  3.86456  1.24022  -5.22913  0.07
H  4.59549  2.37998  -6.34926  0.36
H  5.22165  0.75203  -6.19998  0.48
H  6.75997  4.59537  -1.31337  0.37
H  6.06124  4.95669  -2.83075  0.43
H  7.46884  3.89321  -2.75451  0.27
H  3.40967  3.50374  -4.09298  0.20
C  -1.60486  5.82124  4.69552  -1.42
C  -1.66760  4.70892  5.73705  1.62
C  -0.68073  5.01708  6.86819  -1.18
C  -0.93414  4.16451  8.08257  -0.40
C  -2.35950  4.37460  8.53295  -1.30
C  -3.40136  4.12058  7.52961  1.77
N  -3.06391  4.84605  6.30166  -0.43
O  -3.92010  4.42826  5.27190  0.06
C  -3.56192  2.56910  7.37735  -1.26
C  -4.74592  4.78020  7.92870  -1.85
C  -1.30434  3.33678  5.13799  -0.75
H  -2.16547  5.54864  3.79777  0.12
H  -0.53428  6.01949  4.51406  0.17
H  -2.02464  6.74799  5.19610  0.51
H  0.35036  5.06462  6.49302  0.39
H  -1.00369  6.05015  7.17223  0.34
H  -0.28496  4.47768  8.93394  0.42
H  -0.75749  3.04839  7.96900  0.24
H  -2.40573  5.43900  8.88877  0.20
H  -2.41121  3.65501  9.36896  0.36
H  -2.63121  2.10805  7.05465  0.45
H  -3.72109  2.17811  8.38291  0.48
H  -4.45508  2.43951  6.75889  -0.02
H  -5.47314  4.90158  7.13435  0.27
H  -5.19580  4.42405  8.86775  0.39
H  -4.48286  5.83063  8.08320  0.48
H  -1.26327  2.59491  5.93187  0.16
H  -0.28200  3.44067  4.69425  0.15
H  -2.01343  3.16637  4.31110  -0.27
H  -4.59211  5.12950  5.24433  0.30
C  3.00127  -0.10730  0.88319  -2.86
C  1.83184  -0.02428  -0.13113  3.24
C  0.93413  -1.21741  -0.02860  -0.39
C  -0.38496  -1.05154  -0.77974  1.21
C  -1.14299  0.14232  -0.26108  -0.45
C  -0.28407  1.42096  -0.43129  2.96
N  1.03250  1.17763  0.24218  0.80
O  1.78774  2.38061  0.00764  -0.02
C  -0.20496  1.89468  -1.94053  -1.01
C  -0.99018  2.47136  0.42864  -1.47
C  2.52912  0.04026  -1.51334  -0.22
H  3.84659  0.60512  0.84137  -0.03
H  3.37625  -1.08182  0.76718  0.37
H  2.65395  -0.13116  1.89073  0.66
H  1.54058  -2.04366  -0.39546  0.19
H  0.81889  -1.48169  1.01064  -0.33
H  -1.04788  -1.94631  -0.71181  -0.20
H  -0.13366  -0.82568  -1.83060  -1.23
H  -1.35725  0.02668  0.79743  -1.29
H  -2.13666  0.32483  -0.71329  1.07
H  0.39847  1.29726  -2.60868  0.03
H  -1.23043  2.03082  -2.31706  0.50
H  0.19621  2.92400  -1.88863  -0.23
H  -1.96600  2.64304  -0.04265  0.16
H  -1.03729  2.04404  1.39406  0.40
H  -0.40351  3.36333  0.52319  -0.64
H  1.80019  -0.15229  -2.29515  -0.98
H  3.26517  -0.79790  -1.47591  0.19
H  2.97371  0.99959  -1.64393  -0.96
H  2.07559  2.60182  0.88428  0.06
C  -2.10932  -2.61991  -6.81605  -1.89
C  -0.96320  -3.04117  -5.84369  1.86
C  -0.14384  -4.18697  -6.44092  -1.03
C  0.75707  -3.66233  -7.53461  -0.88
C  1.70695  -2.60742  -6.88257  -1.03
C  0.94443  -1.41512  -6.29077  0.88
N  -0.00299  -1.96696  -5.31305  0.70
O  -0.74463  -0.92198  -4.66609  -0.04
C  1.87731  -0.58241  -5.38950  -0.67
C  0.32084  -0.50493  -7.36231  -1.34
C  -1.67658  -3.53161  -4.57672  -1.86
H  -2.64623  -1.78869  -6.51030  0.43
H  -1.73000  -2.37148  -7.82649  0.37
H  -2.77622  -3.47632  -6.92656  0.45
H  0.39290  -4.61243  -5.52308  0.11
H  -0.78908  -5.02424  -6.76505  0.40
H  1.43375  -4.42519  -7.82187  0.56
H  0.24723  -3.14603  -8.36986  0.39
H  2.47232  -2.23812  -7.55418  0.51
H  2.15906  -3.08274  -6.04441  -0.09
H  1.34500  -0.00956  -4.59766  -0.15
H  2.33094  0.15325  -6.01969  0.88
H  2.63374  -1.16596  -4.82962  -0.54
H  1.14796  0.00124  -7.87401  0.55
H  -0.20965  0.37056  -6.96220  -0.21
H  -0.20782  -1.04085  -8.14305  0.45
H  -2.18502  -2.64054  -4.12170  0.36
H  -2.36937  -4.31671  -4.75280  0.59
H  -0.97214  -3.94723  -3.82776  -0.07
H  -0.89965  -0.18556  -5.29437  0.51

## Properties
* energy relative to the best compared isomer or geometry (same formula, charge and spin): 0.0 kcal per mole
* HOMO-LUMO gap: 8.80 eV
* total energy: -4488.7725 Eh